87
Properties=species:S:1:pos:R:3:lowdin_charge:R:1 method="wB97M-V/def2-TZVPD" relative_energy_kj_mol=0.0 orbital_gap_ha="0.1441 / 0.1441" total_energy_ha=-9429.79094 fmax_ev_per_a=0.8 multiplicity=2 e_homo_ev="-0.48 / -0.48" s_squared=0.759 total_charge=-2 mol_weight_da=1160.72
Cs 0.681 0.413 -2.456 0.838
Te -2.051 2.249 -6.604 0.039
Te -0.308 -1.086 1.525 1.419
Se -2.140 0.789 -4.517 -0.487
Se -3.980 1.222 -3.193 -0.255
Se 0.415 2.104 -6.797 -0.468
O 3.661 -0.630 -1.981 -0.141
N 3.141 2.279 -1.894 -0.121
N -1.350 2.878 -1.513 -0.103
N 0.817 3.474 -3.440 -0.113
N 0.996 2.654 -0.122 0.154
N 2.063 -0.829 -0.340 -0.030
C -3.308 -3.247 3.898 -0.031
C 0.094 -3.314 -0.498 -0.165
C -2.531 0.857 2.995 -0.089
C 3.204 3.379 -2.828 -0.212
C -1.073 4.206 -2.011 -0.221
C 3.696 -2.699 1.023 -0.054
C 1.933 4.222 -2.914 -0.241
C -1.951 -1.611 2.756 -0.435
C 0.022 3.730 1.765 -0.039
C 3.923 -2.307 -0.293 -0.153
C -5.271 -2.613 5.338 -0.063
C 5.278 -4.496 0.773 -0.120
C -0.827 -2.348 -0.091 -0.495
C 1.284 4.029 2.253 -0.080
C 2.395 3.666 1.514 -0.040
C 5.508 -4.106 -0.539 -0.100
C -2.050 -2.216 -0.761 -0.298
C -3.098 -1.211 -0.372 -0.076
C -4.113 -2.259 4.442 -0.283
C -1.377 -4.003 -2.257 -0.085
C -3.814 -0.941 4.138 -0.028
C 4.371 -3.788 1.554 -0.100
C -0.175 -4.139 -1.577 -0.090
C -2.753 -0.600 3.302 -0.313
C -1.422 2.764 -0.086 -0.197
C 2.204 2.970 0.322 -0.251
C -0.455 4.174 -3.401 -0.238
C 4.835 -3.011 -1.068 -0.030
C -2.227 -2.952 3.072 -0.295
C -1.423 -4.107 2.541 -0.075
C 3.401 2.518 -0.503 -0.174
C -0.080 3.051 0.557 -0.269
C 3.184 -1.142 -0.932 -0.708
C -2.295 -3.055 -1.851 -0.040
H 2.167 5.120 -3.520 0.112
H 4.049 4.057 -2.602 0.105
H -3.207 1.478 3.582 0.073
H 5.003 -2.676 -2.083 0.110
H -5.811 -1.720 5.651 0.067
H -0.384 4.703 -1.319 0.100
H 4.214 3.251 -0.342 0.113
H 4.190 -4.088 2.580 0.092
H 6.213 -4.657 -1.150 0.091
H -2.648 -0.239 -0.160 0.035
H -2.178 3.417 0.395 0.120
H -1.591 -4.995 3.152 0.071
H -3.218 -2.923 -2.403 0.117
H -1.703 -4.339 1.512 0.080
H -1.507 1.171 3.202 0.059
H -0.366 5.217 -3.759 0.114
H 3.604 1.432 -2.200 0.060
H 1.676 4.583 -1.913 0.099
H -3.630 -1.535 0.527 0.082
H -1.134 3.660 -4.082 0.035
H -2.178 2.467 -1.955 -0.043
H 0.560 -4.868 -1.895 0.099
H -4.928 -3.133 6.236 0.073
H 1.399 4.568 3.187 0.096
H -1.703 1.732 0.149 0.075
H 1.041 -3.392 0.019 0.079
H 2.977 -2.145 1.616 0.083
H 5.803 -5.349 1.188 0.087
H -3.519 -4.288 4.128 0.112
H -2.721 1.052 1.938 0.059
H 3.392 2.956 -3.819 0.122
H -1.589 -4.625 -3.119 0.099
H -4.430 -0.147 4.551 0.107
H -5.975 -3.272 4.826 0.075
H -3.807 -1.053 -1.183 0.026
H 3.737 1.570 -0.074 0.119
H -0.873 4.040 2.290 0.104
H 0.980 3.170 -4.400 -0.017
H -0.356 -3.876 2.532 0.052
H 3.396 3.920 1.841 0.102
H -1.979 4.837 -2.053 0.117